No. 1
An isolated molecule of C3H5N5. Source: the OMol25 dataset; level of theory: ωB97M-V/def2-TZVPD.

Results
Electronic energy in Ha: -390.93527
Frontier orbital gap in eV: 8.39
SMILES: [H]/N=c1/cncnn1N

Structure (XYZ):
```
13
Properties=species:S:1:pos:R:3:forces:R:3
N 1.2680 -0.0103 1.7420 -1.25 -1.65 2.22
N -0.7543 0.7289 -1.6990 -1.71 2.79 3.61
N 1.0320 1.1138 -0.2890 -3.90 0.16 -2.43
N -0.1231 0.3822 -0.4426 0.33 3.63 -3.55
N -1.2705 -1.5446 -0.1464 -4.18 0.83 -1.29
C 1.4665 0.9688 0.8503 7.91 1.86 1.06
C 0.3374 -0.8713 1.4982 1.93 -1.26 0.92
C -0.4045 -0.7165 0.2632 -1.47 -1.51 -0.41
H -0.6746 0.0017 -2.3381 -0.51 -1.51 -1.26
H -1.7279 1.2737 -1.5577 3.05 -2.26 -0.53
H 2.5811 1.4751 0.8042 -2.81 -0.92 1.31
H 0.2739 -1.8505 2.1621 -0.28 2.32 -1.51
H -2.0040 -0.9509 -0.8472 2.88 -2.49 1.86
```
Forces are in eV/Å.

No. 2
C3H5N5 as an isolated structure. Source: the OMol25 dataset; level of theory: ωB97M-V/def2-TZVPD.

Results
Electronic energy in Ha: -390.98983
Frontier orbital gap in eV: 9.97

Structure (XYZ):
```
13
Properties=species:S:1:pos:R:3:forces:R:3
N -0.6699 1.7612 0.0564 3.22 2.79 -2.07
N 0.9995 -1.4128 0.0009 1.22 3.16 0.99
N -1.3501 -0.9824 -0.3132 1.44 -1.22 -1.35
N -0.0622 -0.5040 0.0177 -1.60 -4.62 -0.98
N 1.6353 0.8197 -0.0028 -0.98 0.37 -0.23
C 0.3245 0.7060 -0.1272 -0.99 4.50 1.69
C -2.3274 -0.4413 0.2344 0.79 2.49 3.44
C 1.9888 -0.4677 0.1087 -0.04 -1.50 -0.78
H -0.1281 2.7143 -0.2050 -1.48 -2.80 0.99
H -3.3179 -0.8069 -0.0773 0.39 0.48 0.50
H 3.0587 -0.5899 0.1984 -0.16 -1.09 0.04
H -1.9891 0.3972 1.1304 -2.05 -2.25 -2.46
H -1.4073 1.7318 -0.6552 0.24 -0.32 0.22
```
Forces are in eV/Å.

No. 3
An isolated molecule of C3H5N5. Source: the OMol25 dataset; level of theory: ωB97M-V/def2-TZVPD.

Results
Electronic energy in Ha: -391.05833
Frontier orbital gap in eV: 10.56
SMILES: [H]/N=C\n1cnnc1N

Structure (XYZ):
```
13
Properties=species:S:1:pos:R:3:forces:R:3
N 1.8890 -0.7687 -0.0906 1.42 -0.61 0.42
N -2.4714 -0.0756 -0.2100 -1.99 1.79 0.90
N 1.2943 1.5999 -0.1419 0.77 1.72 1.07
N 1.1085 -1.9364 0.0090 2.91 0.40 -0.68
N -0.1869 -0.1968 0.0252 -0.63 0.35 0.73
C 1.1145 0.2483 -0.0029 -1.17 -0.71 -0.84
C -1.4208 0.4728 0.1589 0.91 -0.79 -0.83
C -0.0791 -1.5389 0.0300 -1.23 -0.20 0.38
H 1.3487 2.0551 0.7885 0.06 -0.21 -1.00
H -1.3633 1.4678 0.5559 -0.08 0.42 0.04
H 2.0741 1.9031 -0.7225 -0.15 -0.44 0.32
H -2.4464 -1.0054 -0.5326 0.46 -1.15 -0.64
H -0.8611 -2.2252 0.1330 -1.27 -0.56 0.14
```
Forces are in eV/Å.

No. 4
An isolated molecule of C3H5N5. Source: the OMol25 dataset; level of theory: ωB97M-V/def2-TZVPD.

Results
Electronic energy in Ha: -390.90970
Frontier orbital gap in eV: 8.11
SMILES: [H]/N=C/n1[nH]nc/c1=N\[H]

Structure (XYZ):
```
13
Properties=species:S:1:pos:R:3:forces:R:3
N -0.1256 0.0614 -0.2715 1.60 -0.90 -0.46
N -2.1576 -0.3201 -1.4725 6.81 0.55 -0.52
N -0.4732 0.9503 1.7691 3.88 -1.17 -2.89
N 2.0450 -0.9517 -0.1292 1.75 3.55 1.83
N -0.8990 0.7378 0.4721 -8.72 1.82 5.87
C 1.0866 -0.1670 0.3389 2.58 -0.70 1.17
C 0.8169 0.5617 1.6693 -0.84 1.76 1.48
C -0.7491 -0.2919 -1.3972 -5.14 -1.34 0.38
H 0.0595 -0.6981 -1.8860 0.84 -1.40 -3.22
H -1.9293 0.2706 0.4909 2.70 1.66 -0.30
H -2.2149 -0.6116 -2.4423 -0.88 -0.34 -0.26
H 3.0704 -0.5582 0.3421 -3.89 -1.79 -1.29
H 1.4702 1.0168 2.5163 -0.70 -1.71 -1.81
```
Forces are in eV/Å.

No. 5
An isolated molecule of C3H5N5O3. Source: the OMol25 dataset; level of theory: ωB97M-V/def2-TZVPD.

Results
Electronic energy in Ha: -616.63941
Frontier orbital gap in eV: 9.76
SMILES: NN1C(=O)C=NN[C@H]1[N+](=O)[O-]

Structure (XYZ):
```
16
Properties=species:S:1:pos:R:3:forces:R:3
O -2.7525 0.1579 -0.1461 -1.40 -0.01 -0.76
O -1.4273 -1.2139 -1.1511 0.26 -0.76 -1.35
O 2.3199 -0.5255 -1.0803 -1.39 1.24 1.48
N 0.5528 -0.5432 0.4062 0.47 -0.34 -0.06
N 0.5641 -1.9811 0.4258 1.49 1.11 0.58
N -1.7092 -0.4199 -0.3234 -0.80 0.77 2.48
N -0.6679 1.4281 0.7361 -3.89 1.06 3.00
N 0.0211 2.1311 -0.1030 2.19 1.17 -2.03
C 1.4498 0.0691 -0.4358 -0.65 1.55 -1.24
C -0.7212 0.0248 0.7917 3.70 0.32 -4.04
C 1.0582 1.6200 -0.6221 1.48 -3.35 -0.51
H -0.8636 -0.3842 1.7137 -1.86 -0.98 2.35
H 0.5477 -2.1884 -0.5907 0.50 -0.59 1.01
H 1.5163 -2.1265 0.8699 -1.46 -0.66 -1.21
H -1.5966 1.9237 0.8942 1.69 -1.39 0.09
H 1.7083 2.0281 -1.3851 -0.35 0.87 0.21
```
Forces are in eV/Å.

No. 6
An isolated molecule of C3H5NO. Source: the OMol25 dataset; level of theory: ωB97M-V/def2-TZVPD.

Results
Electronic energy in Ha: -247.27258
Frontier orbital gap in eV: 12.08
SMILES: C[C@@H](O)C#N

Structure (XYZ):
```
10
Properties=species:S:1:pos:R:3:forces:R:3
O 0.9402 -1.0812 -0.8107 0.20 0.01 0.01
N 1.0146 2.2018 0.3971 0.45 -1.06 0.07
C 0.9058 1.0509 0.3480 0.34 1.08 0.07
C -1.1129 0.0067 -0.1227 -0.18 -0.06 -0.03
C 0.3562 -0.3229 0.2211 -0.22 0.32 0.21
H 0.4484 -0.8513 1.1816 -0.06 0.25 -0.17
H -1.8215 -0.4876 0.5432 0.09 -0.10 -0.17
H -1.3001 -0.2653 -1.1639 0.00 -0.08 0.16
H -1.2283 1.0902 -0.0264 -0.41 -0.40 -0.07
H 1.8484 -1.3044 -0.5634 -0.21 0.03 -0.08
```
Forces are in eV/Å.

No. 7
An isolated molecule of C3H5NO. Source: the OMol25 dataset; level of theory: ωB97M-V/def2-TZVPD.

Results
Electronic energy in Ha: -247.30085
Frontier orbital gap in eV: 10.89
SMILES: C=CC(N)=O

Structure (XYZ):
```
10
Properties=species:S:1:pos:R:3:forces:R:3
O 0.7817 -1.3786 -0.7994 -0.20 -0.05 0.18
N 1.6909 0.6049 -0.2630 1.90 0.86 1.10
C 0.6463 -0.2725 -0.3166 0.09 0.13 -0.25
C -0.6511 0.2684 0.1837 0.04 0.29 0.18
C -1.7218 -0.4972 0.2137 -0.12 -0.28 -0.21
H -1.6711 -1.5082 -0.1622 0.01 -0.13 0.02
H -2.6608 -0.1275 0.5781 -0.28 0.07 0.11
H 1.6666 1.4434 0.3638 -0.19 -1.36 -0.97
H -0.7241 1.2934 0.5475 0.28 -0.15 -0.11
H 2.6434 0.1739 -0.3456 -1.51 0.62 -0.06
```
Forces are in eV/Å.

No. 8
An isolated molecule of C3H5NO. Source: the OMol25 dataset; level of theory: ωB97M-V/def2-TZVPD.

Results
Electronic energy in Ha: -247.24917
Frontier orbital gap in eV: 10.96
SMILES: C[C@@H](O)C#N

Structure (XYZ):
```
10
Properties=species:S:1:pos:R:3:forces:R:3
O 0.8737 -1.2933 -0.4640 -0.02 -0.15 -0.47
N 1.5949 1.7915 0.6117 0.44 1.12 -1.42
C 1.0421 1.0987 -0.1328 0.35 0.13 1.89
C -1.2013 -0.0633 -0.0832 -0.12 -0.11 -0.05
C 0.2898 -0.1636 0.1250 -0.32 -0.11 0.24
H -1.6249 -0.9505 0.3912 -0.19 0.06 -0.15
H -1.5741 0.8242 0.4403 0.02 -0.18 -0.12
H 0.4474 -0.1808 1.2093 -0.15 -0.64 -0.13
H 1.6564 -1.0376 -0.9662 -0.14 -0.11 0.15
H -1.5040 -0.0254 -1.1313 0.13 -0.02 0.07
```
Forces are in eV/Å.

No. 9
A 2-piece molecular cluster, C3H5NO overall. Source: the OMol25 dataset; level of theory: ωB97M-V/def2-TZVPD.

Results
Electronic energy in Ha: -247.26476
Frontier orbital gap in eV: 9.68

Structure (XYZ):
```
10
Properties=species:S:1:pos:R:3:forces:R:3
O 0.2278 -0.6447 2.4304 -1.00 -0.21 -0.58
N 0.1386 -1.0688 -0.7679 0.11 0.00 0.17
C 0.2893 1.3240 -0.5416 -0.05 -0.05 -0.14
C -0.6960 -0.8512 1.8032 0.88 0.20 1.41
C -0.4272 0.2035 -0.6281 0.08 0.22 -0.32
H -0.1662 2.2974 -0.6624 -0.03 -0.06 0.26
H 1.1470 -1.0354 -0.6658 -0.09 -0.12 -0.03
H 1.3696 1.2777 -0.4169 -0.12 0.05 -0.18
H -1.5165 0.2213 -0.6452 0.23 0.01 -0.17
H -0.2547 -1.7534 -0.1307 0.00 -0.04 -0.41
```
Forces are in eV/Å.

No. 10
An isolated molecule of C3H5NO. Source: the OMol25 dataset; level of theory: ωB97M-V/def2-TZVPD.

Results
Electronic energy in Ha: -247.27722
Frontier orbital gap in eV: 10.74
SMILES: O=C1CCN1

Structure (XYZ):
```
10
Properties=species:S:1:pos:R:3:forces:R:3
O -1.7692 -0.1126 -1.5195 0.63 0.19 -0.55
N 0.5859 -0.1032 -0.9446 -0.63 0.22 -1.73
C -0.6184 -0.0620 0.7394 -2.72 0.63 0.45
C 0.8994 0.1333 0.4739 -0.29 1.12 -0.83
C -0.7980 -0.0573 -0.8216 0.46 -0.40 2.17
H 1.4945 -0.6191 0.9028 0.84 -1.11 0.46
H 1.4605 1.1043 0.5889 -1.22 -0.64 0.38
H -1.0277 -1.0548 1.0852 1.23 0.69 -0.12
H 1.0884 0.1117 -1.8094 0.08 -0.14 0.66
H -1.3154 0.6595 1.3049 1.61 -0.56 -0.89
```
Forces are in eV/Å.

No. 11
An isolated molecule of C3H5NO. Source: the OMol25 dataset; level of theory: ωB97M-V/def2-TZVPD.

Results
Electronic energy in Ha: -247.24961
Frontier orbital gap in eV: 10.41
SMILES: O=C1CCN1

Structure (XYZ):
```
10
Properties=species:S:1:pos:R:3:forces:R:3
O 2.9430 0.3253 -0.0982 -0.51 -0.98 0.26
N 0.9757 -1.0459 0.0426 -0.01 1.27 0.33
C 1.7880 0.0325 -0.0262 -1.75 3.03 -0.77
C -0.3430 -0.3765 -0.0288 0.53 -0.27 1.42
C 0.2947 1.0669 0.0275 0.13 -3.08 -3.66
H -0.8278 -0.7199 -0.8831 -0.57 0.28 -2.29
H -0.1845 1.8326 -0.6957 1.51 -1.38 0.78
H 1.2332 -1.9998 0.1588 0.14 -0.63 0.03
H -1.0883 -0.7427 0.6939 0.67 0.57 0.82
H 0.2683 1.4496 0.9621 -0.14 1.19 3.09
```
Forces are in eV/Å.

No. 12
An isolated molecule of C3H5NO. Source: the OMol25 dataset; level of theory: ωB97M-V/def2-TZVPD.

Results
Electronic energy in Ha: -247.25063
Frontier orbital gap in eV: 10.97
SMILES: [H]/N=C\OC=C

Structure (XYZ):
```
10
Properties=species:S:1:pos:R:3:forces:R:3
O 0.7385 1.0661 0.0114 -2.03 -0.96 0.51
N 1.3945 -1.2145 -0.2786 -0.19 -0.15 -0.09
C -0.5347 0.7100 0.5268 0.05 1.31 0.10
C 1.4583 0.0286 -0.4403 1.69 -0.50 -0.51
C -1.4877 -0.0179 -0.0362 0.66 -0.07 0.16
H 2.3079 0.4216 -0.9938 -0.01 0.06 -0.08
H 0.6153 -1.5815 0.2616 -0.09 0.33 0.05
H -2.4579 -0.0712 0.4274 -0.02 0.01 0.23
H -0.7011 1.2846 1.4287 -0.12 -0.07 0.02
H -1.3330 -0.6258 -0.9071 0.07 0.04 -0.40
```
Forces are in eV/Å.

Looking at energy above the lowest of the compared OMol25 structures with the same formula, charge and spin for the records above, in order, we have 114.92, 80.69, 37.70, 130.97, 42.79, 21.75, 4.01, 36.44, 26.65, 18.83, 36.16, 35.52 kcal per mole.